(1)
{"formula": "C28H54F21N3O24S7", "method": "ωB97M-V with the def2-TZVPD basis set", "e_lumo_ev": 5.7, "max_force_ev_per_a": 3.67, "homo_energy_ev": -2.564, "total_charge": -4, "orbital_gap_ev": 8.225, "species": ["C", "N", "C", "C", "C", "C", "O", "H", "H", "H", "H", "H", "H", "H", "H", "H", "H", "H", "H", "H", "H", "C", "C", "N", "C", "C", "C", "C", "C", "O", "C", "H", "H", "H", "H", "H", "H", "H", "H", "H", "H", "H", "H", "H", "H", "H", "H", "H", "H", "H", "H", "C", "C", "N", "C", "C", "C", "C", "C", "O", "C", "H", "H", "H", "H", "H", "H", "H", "H", "H", "H", "H", "H", "H", "H", "H", "H", "H", "H", "H", "H", "C", "F", "F", "F", "S", "O", "O", "O", "C", "F", "F", "F", "S", "O", "O", "O", "C", "F", "F", "F", "S", "O", "O", "O", "C", "F", "F", "F", "S", "O", "O", "O", "C", "F", "F", "F", "S", "O", "O", "O", "C", "F", "F", "F", "S", "O", "O", "O", "C", "F", "F", "F", "S", "O", "O", "O"], "positions_angstrom": [[1.914, 1.754, -1.268], [1.325, 1.955, 0.086], [2.106, 2.972, 0.786], [-0.121, 2.455, 0.000], [1.487, 0.599, 0.875], [0.510, -0.552, 0.531], [0.514, -0.948, -0.795], [2.941, 1.499, -1.098], [1.758, 2.658, -1.889], [1.233, 0.999, -1.644], [3.117, 2.563, 0.892], [1.661, 3.112, 1.772], [2.184, 3.873, 0.167], [-0.633, 2.425, 0.987], [-0.596, 1.848, -0.774], [-0.137, 3.492, -0.448], [1.265, 0.856, 1.920], [2.480, 0.281, 0.617], [-0.485, -0.156, 0.843], [0.752, -1.416, 1.152], [0.149, -1.881, -0.902], [-1.310, -0.620, 8.059], [-1.920, -0.231, 6.700], [-1.649, -1.100, 5.469], [-0.330, -0.735, 4.903], [-1.759, -2.591, 5.960], [-1.114, -3.574, 5.029], [-2.700, -0.887, 4.371], [-4.233, -0.898, 4.607], [-4.725, -2.231, 4.715], [-6.125, -2.183, 4.363], [-1.458, 0.290, 8.705], [-0.260, -0.579, 7.976], [-1.683, -1.535, 8.580], [-1.656, 0.804, 6.454], [-3.015, -0.229, 6.732], [-0.181, -1.432, 4.083], [0.491, -0.869, 5.658], [-0.330, 0.323, 4.644], [-2.824, -2.730, 6.068], [-1.272, -2.639, 6.939], [-1.738, -3.775, 4.139], [-0.990, -4.560, 5.503], [-0.126, -3.390, 4.569], [-2.526, -1.784, 3.736], [-2.449, -0.010, 3.781], [-4.596, -0.417, 3.731], [-4.510, -0.251, 5.418], [-6.255, -1.755, 3.328], [-6.674, -1.580, 5.096], [-6.432, -3.223, 4.336], [-0.286, 2.267, -6.186], [-0.177, 1.523, -4.892], [0.865, 0.363, -4.869], [0.881, -0.296, -6.195], [2.327, 0.843, -4.559], [3.098, 1.695, -5.564], [0.433, -0.587, -3.753], [-0.484, -1.652, -4.195], [-1.699, -1.222, -4.643], [-2.829, -1.591, -3.877], [0.558, 2.909, -6.440], [-1.093, 3.017, -6.158], [-0.493, 1.553, -6.981], [-1.117, 1.050, -4.591], [0.126, 2.164, -4.072], [1.360, 0.294, -6.968], [-0.107, -0.530, -6.517], [1.544, -1.188, -6.019], [2.853, -0.168, -4.426], [2.342, 1.260, -3.564], [3.239, 1.191, -6.557], [4.041, 1.766, -5.058], [2.563, 2.611, -5.599], [-0.039, 0.076, -3.000], [1.314, -1.002, -3.312], [-0.581, -2.238, -3.288], [-0.059, -2.319, -4.970], [-2.909, -1.069, -2.898], [-2.833, -2.658, -3.687], [-3.752, -1.343, -4.322], [2.986, -4.247, 6.155], [4.312, -4.260, 6.406], [2.831, -3.432, 5.061], [2.590, -5.499, 5.744], [2.019, -3.581, 7.622], [0.696, -4.186, 7.456], [2.755, -4.051, 8.835], [2.028, -2.140, 7.445], [3.768, -3.188, -5.354], [4.026, -1.997, -4.788], [4.335, -4.096, -4.553], [2.391, -3.413, -5.212], [4.146, -3.308, -7.201], [3.869, -4.754, -7.488], [3.164, -2.501, -7.886], [5.534, -2.880, -7.324], [6.438, 1.974, 0.311], [7.439, 1.687, -0.525], [5.623, 2.909, -0.211], [5.669, 0.876, 0.339], [7.088, 2.480, 2.054], [7.665, 3.732, 1.711], [5.886, 2.568, 2.815], [8.007, 1.482, 2.417], [2.886, 4.936, -3.550], [3.234, 3.640, -3.698], [3.398, 5.172, -2.300], [3.585, 5.647, -4.553], [1.040, 5.298, -3.712], [0.858, 4.798, -5.051], [0.476, 4.493, -2.680], [1.000, 6.752, -3.591], [-1.821, 4.812, 3.516], [-0.656, 5.011, 2.895], [-1.835, 5.590, 4.564], [-2.843, 5.244, 2.680], [-2.073, 3.098, 4.056], [-1.009, 2.939, 5.063], [-3.412, 3.046, 4.632], [-1.958, 2.227, 2.936], [-0.622, -5.921, -1.391], [0.710, -5.729, -1.506], [-1.100, -6.047, -2.643], [-0.740, -7.067, -0.800], [-1.419, -4.433, -0.499], [-0.870, -3.241, -1.221], [-2.796, -4.629, -0.788], [-0.983, -4.525, 0.875], [-6.884, 2.613, -2.388], [-6.152, 3.740, -2.485], [-6.096, 1.818, -1.632], [-7.906, 2.901, -1.566], [-7.317, 1.823, -4.100], [-8.245, 0.751, -3.901], [-7.866, 2.942, -4.793], [-6.009, 1.409, -4.501]]}


(2)
{"formula": "C28H54F3N3O6S2", "method": "ωB97M-V with the def2-TZVPD basis set", "e_lumo_ev": -0.7, "max_force_ev_per_a": 3.33, "homo_energy_ev": -7.806, "total_charge": 0, "orbital_gap_ev": 7.097, "species": ["C", "C", "C", "C", "C", "C", "C", "C", "S", "N", "C", "C", "C", "C", "C", "C", "C", "C", "C", "C", "O", "C", "C", "O", "C", "C", "N", "C", "C", "C", "O", "C", "C", "N", "H", "H", "H", "H", "H", "H", "H", "H", "H", "H", "H", "H", "H", "H", "H", "H", "H", "H", "H", "H", "H", "H", "H", "H", "H", "H", "H", "H", "H", "H", "H", "H", "H", "H", "H", "H", "H", "H", "H", "H", "H", "H", "H", "H", "H", "H", "H", "H", "H", "H", "H", "H", "H", "H", "C", "F", "F", "F", "S", "O", "O", "O"], "positions_angstrom": [[-3.395, 7.643, 0.388], [-3.462, 6.550, 0.941], [-3.568, 5.233, 1.544], [-3.121, 4.176, 0.500], [-1.739, 3.550, 0.797], [-0.609, 3.989, -0.149], [0.760, 3.850, 0.556], [1.494, 2.508, 0.303], [2.327, 2.063, 1.893], [0.539, 1.427, -0.064], [1.109, 0.029, -0.157], [2.462, -0.097, -0.865], [3.585, -0.649, 0.048], [4.164, -1.923, -0.544], [3.382, -3.171, -0.099], [4.158, -4.089, 0.840], [3.752, -3.936, 2.322], [4.942, -4.238, 3.262], [4.590, -5.201, 4.419], [4.305, -4.481, 5.749], [3.187, -5.049, 6.409], [1.954, -4.634, 5.838], [-0.254, 1.717, -1.301], [-1.467, 1.043, -1.053], [-1.898, 0.169, -2.109], [-3.378, -0.061, -1.943], [-4.163, 1.095, -2.379], [-5.482, 1.088, -1.730], [-6.403, 2.190, -2.286], [-5.627, 3.429, -2.712], [-7.304, 2.559, -1.246], [-0.541, 3.208, -1.479], [-1.747, 3.454, -2.383], [-1.832, 4.860, -2.829], [-3.392, 8.635, 0.033], [-2.995, 5.193, 2.460], [-4.624, 5.080, 1.736], [-3.852, 3.372, 0.524], [-3.155, 4.612, -0.488], [-1.455, 3.886, 1.791], [-1.865, 2.471, 0.872], [-0.747, 5.034, -0.400], [1.424, 4.636, 0.209], [0.655, 3.991, 1.623], [2.236, 2.692, -0.458], [1.541, 1.071, 2.343], [-0.160, 1.406, 0.682], [0.389, -0.524, -0.747], [1.095, -0.448, 0.809], [2.768, 0.800, -1.396], [2.330, -0.863, -1.621], [3.175, -0.902, 1.022], [4.323, 0.124, 0.244], [4.243, -1.879, -1.627], [5.181, -2.031, -0.172], [3.198, -3.737, -1.008], [2.411, -2.927, 0.333], [3.923, -5.117, 0.583], [5.234, -3.977, 0.749], [3.336, -2.947, 2.513], [2.990, -4.666, 2.572], [5.295, -3.312, 3.718], [5.763, -4.681, 2.708], [5.465, -5.823, 4.586], [3.769, -5.854, 4.145], [4.177, -3.404, 5.598], [5.136, -4.602, 6.434], [1.396, -5.487, 5.461], [2.117, -3.952, 5.007], [1.376, -4.162, 6.627], [0.230, 1.300, -2.179], [-1.378, -0.788, -2.126], [-1.760, 0.682, -3.059], [-3.629, -0.245, -0.904], [-3.673, -0.947, -2.511], [-4.347, 1.056, -3.375], [-5.364, 1.263, -0.666], [-5.962, 0.118, -1.886], [-6.995, 1.822, -3.114], [-5.113, 3.867, -1.860], [-4.931, 3.215, -3.514], [-6.343, 4.138, -3.118], [-6.870, 3.230, -0.716], [0.313, 3.625, -2.028], [-2.644, 3.129, -1.873], [-1.672, 2.860, -3.290], [-2.663, 5.274, -2.429], [-1.030, 5.368, -2.481], [1.188, -6.805, -3.874], [0.460, -6.486, -4.956], [0.550, -7.805, -3.248], [2.356, -7.295, -4.314], [1.430, -5.355, -2.767], [0.083, -4.970, -2.399], [2.119, -4.382, -3.592], [2.222, -5.875, -1.671]]}


(3)
{"formula": "C28H54N3O2S", "method": "ωB97M-V with the def2-TZVPD basis set", "e_lumo_ev": -3.3, "max_force_ev_per_a": 2.32, "homo_energy_ev": -11.604, "total_charge": 1, "orbital_gap_ev": 8.341, "species": ["C", "C", "C", "S", "N", "C", "N", "C", "C", "C", "C", "C", "C", "C", "O", "C", "C", "O", "C", "N", "C", "C", "C", "C", "C", "C", "C", "C", "C", "C", "C", "C", "C", "C", "H", "H", "H", "H", "H", "H", "H", "H", "H", "H", "H", "H", "H", "H", "H", "H", "H", "H", "H", "H", "H", "H", "H", "H", "H", "H", "H", "H", "H", "H", "H", "H", "H", "H", "H", "H", "H", "H", "H", "H", "H", "H", "H", "H", "H", "H", "H", "H", "H", "H", "H", "H", "H", "H"], "positions_angstrom": [[0.069, -1.184, -3.390], [1.029, -1.747, -3.004], [2.257, -2.362, -2.526], [3.117, -3.063, -4.002], [3.129, -1.349, -1.877], [2.808, -1.462, -0.508], [2.911, -0.469, 0.317], [3.396, 0.855, -0.133], [4.313, 1.558, 0.886], [3.617, 2.763, 1.519], [4.465, 3.618, 2.473], [5.976, 3.656, 2.224], [6.379, 4.586, 1.056], [7.159, 3.908, -0.060], [6.984, 4.606, -1.290], [8.120, 5.342, -1.687], [2.483, -0.664, 1.703], [1.102, -0.839, 1.694], [0.626, -1.609, 2.781], [2.361, -2.711, -0.143], [2.124, -3.450, -1.422], [0.973, -4.470, -1.442], [-0.209, -4.210, -0.493], [-0.799, -2.803, -0.501], [-2.055, -2.724, 0.391], [-3.307, -3.252, -0.310], [-4.563, -3.116, 0.577], [-5.820, -2.812, -0.253], [-5.818, -1.362, -0.775], [-6.844, -0.448, -0.066], [-7.698, 0.359, -1.054], [-8.691, 1.290, -0.319], [-8.194, 2.752, -0.203], [-7.837, 3.128, 1.244], [-0.796, -0.681, -3.766], [4.053, -2.118, -4.162], [4.102, -1.652, -1.925], [3.924, 0.745, -1.071], [2.514, 1.458, -0.345], [4.630, 0.840, 1.642], [5.208, 1.875, 0.363], [2.767, 2.373, 2.087], [3.180, 3.355, 0.716], [4.267, 3.352, 3.510], [4.118, 4.646, 2.366], [6.418, 4.066, 3.131], [6.419, 2.667, 2.105], [7.014, 5.377, 1.453], [5.508, 5.093, 0.645], [6.839, 2.878, -0.230], [8.224, 3.882, 0.176], [8.462, 6.029, -0.909], [7.855, 5.932, -2.560], [8.942, 4.675, -1.960], [2.991, -1.525, 2.145], [2.751, 0.214, 2.288], [1.150, -2.567, 2.857], [-0.425, -1.814, 2.609], [0.737, -1.082, 3.731], [3.061, -3.216, 0.390], [3.017, -4.058, -1.579], [1.418, -5.419, -1.155], [0.637, -4.544, -2.476], [0.089, -4.473, 0.522], [-1.011, -4.874, -0.813], [-0.088, -2.065, -0.139], [-1.122, -2.569, -1.511], [-2.231, -1.675, 0.631], [-1.906, -3.300, 1.306], [-3.472, -2.729, -1.251], [-3.169, -4.316, -0.506], [-4.410, -2.259, 1.235], [-4.706, -4.022, 1.160], [-6.684, -2.995, 0.383], [-5.875, -3.516, -1.085], [-4.831, -0.937, -0.585], [-5.999, -1.328, -1.847], [-6.320, 0.266, 0.572], [-7.523, -1.016, 0.567], [-8.230, -0.362, -1.675], [-7.033, 0.951, -1.682], [-9.624, 1.282, -0.879], [-8.850, 0.873, 0.672], [-8.997, 3.402, -0.539], [-7.305, 2.887, -0.814], [-7.760, 4.209, 1.354], [-8.613, 2.762, 1.911], [-6.877, 2.704, 1.529]]}


(4)
{"formula": "C28H54N8O26", "method": "ωB97M-V with the def2-TZVPD basis set", "e_lumo_ev": 0.0, "max_force_ev_per_a": 3.50, "homo_energy_ev": -10.127, "total_charge": 0, "orbital_gap_ev": 10.122, "species": ["O", "C", "O", "C", "C", "C", "H", "H", "H", "H", "H", "H", "O", "C", "O", "C", "C", "C", "H", "H", "H", "H", "H", "H", "O", "C", "O", "C", "C", "C", "H", "H", "H", "H", "H", "H", "O", "C", "O", "C", "C", "C", "H", "H", "H", "H", "H", "H", "O", "C", "O", "C", "C", "C", "H", "H", "H", "H", "H", "H", "C", "N", "O", "O", "H", "H", "H", "C", "N", "O", "O", "H", "H", "H", "C", "N", "O", "O", "H", "H", "H", "C", "N", "O", "O", "H", "H", "H", "C", "N", "O", "O", "H", "H", "H", "C", "N", "O", "O", "H", "H", "H", "C", "N", "O", "O", "H", "H", "H", "C", "N", "O", "O", "H", "H", "H"], "positions_angstrom": [[-0.680, 3.638, 0.349], [-1.706, 4.154, 0.704], [-2.106, 5.254, -0.026], [-3.285, 5.852, 0.555], [-3.825, 4.789, 1.450], [-2.593, 4.045, 1.907], [-4.048, 6.044, -0.192], [-2.975, 6.767, 1.117], [-4.452, 4.090, 0.889], [-4.353, 5.243, 2.271], [-2.871, 3.026, 2.141], [-2.195, 4.518, 2.827], [0.296, 3.243, 3.580], [0.652, 4.116, 2.831], [0.218, 5.361, 2.780], [1.082, 6.140, 1.864], [1.831, 5.145, 1.012], [1.778, 3.928, 1.872], [1.802, 6.756, 2.354], [0.466, 6.909, 1.345], [2.812, 5.641, 0.896], [1.328, 5.050, -0.024], [2.705, 3.710, 2.362], [1.549, 3.044, 1.327], [1.246, -3.530, 0.309], [1.856, -4.110, 1.170], [2.655, -5.115, 0.772], [3.149, -5.927, 1.871], [2.231, -5.468, 3.059], [1.843, -4.019, 2.675], [4.138, -5.690, 2.041], [3.003, -7.001, 1.565], [2.714, -5.551, 4.023], [1.356, -6.094, 3.119], [2.706, -3.369, 2.944], [0.836, -3.699, 3.042], [-1.892, -2.048, 0.428], [-1.018, -1.197, 0.481], [-0.491, -0.748, 1.652], [0.585, 0.174, 1.407], [0.672, 0.384, -0.130], [-0.258, -0.689, -0.751], [1.543, -0.242, 1.698], [0.427, 1.110, 1.961], [1.705, 0.312, -0.454], [0.246, 1.344, -0.427], [0.329, -1.490, -1.150], [-0.943, -0.329, -1.569], [4.456, -1.694, -0.587], [3.867, -1.538, -1.647], [2.586, -1.776, -1.830], [2.182, -1.246, -3.139], [3.499, -1.126, -3.925], [4.416, -0.749, -2.802], [1.822, -0.210, -2.956], [1.404, -1.844, -3.596], [3.330, -0.377, -4.670], [3.825, -2.064, -4.429], [4.323, 0.328, -2.465], [5.467, -1.060, -2.876], [5.808, 0.394, 1.436], [4.955, 1.595, 1.646], [3.885, 1.702, 1.054], [5.459, 2.448, 2.373], [5.296, -0.497, 1.868], [6.747, 0.547, 1.951], [5.930, 0.283, 0.372], [-0.711, 1.288, -6.750], [-0.717, 0.555, -5.438], [0.112, -0.330, -5.353], [-1.488, 0.879, -4.558], [-0.868, 0.410, -7.310], [0.310, 1.663, -6.962], [-1.514, 2.010, -6.734], [-3.566, -3.924, 2.643], [-3.156, -2.614, 3.265], [-2.116, -2.629, 3.908], [-3.895, -1.628, 3.139], [-4.116, -4.577, 3.303], [-2.610, -4.434, 2.474], [-3.956, -3.789, 1.650], [0.320, -5.256, -1.813], [-0.393, -4.992, -3.053], [-1.479, -5.586, -3.203], [0.089, -4.314, -3.939], [1.169, -4.565, -1.739], [0.737, -6.250, -1.809], [-0.265, -5.163, -0.917], [-1.147, 3.364, -2.719], [-0.196, 3.776, -3.791], [0.883, 4.225, -3.394], [-0.420, 3.526, -4.960], [-1.171, 2.277, -2.683], [-2.067, 3.724, -3.122], [-1.004, 3.909, -1.818], [-0.816, 0.561, 4.689], [0.327, -0.163, 5.214], [1.089, -0.598, 4.378], [0.409, -0.347, 6.374], [-1.353, -0.190, 4.063], [-0.354, 1.360, 4.122], [-1.307, 1.114, 5.493], [-3.469, -3.003, -2.446], [-4.126, -3.570, -1.251], [-3.685, -4.606, -0.785], [-5.069, -2.939, -0.816], [-2.359, -3.061, -2.188], [-3.822, -1.989, -2.636], [-3.702, -3.683, -3.266], [-4.236, 0.083, 0.375], [-3.635, 0.822, -0.771], [-3.853, 0.438, -1.925], [-3.020, 1.854, -0.557], [-4.426, -0.936, 0.022], [-5.130, 0.655, 0.664], [-3.552, 0.053, 1.224]]}